85
Properties=species:S:1:pos:R:3:lowdin_charge:R:1 method="wB97M-V/def2-TZVPD" homo_lumo_gap_ev=6.28 multiplicity=1
C 2.07 4.84 4.00 -0.0481
C 0.85 4.05 3.28 -0.6815
O 0.13 3.19 3.97 -0.3493
O 0.68 4.35 1.89 -0.0929
C 0.20 3.19 1.15 -0.1496
C 1.24 1.96 1.09 -0.0474
C 1.95 2.00 -0.35 0.0135
C 1.63 1.27 -1.53 -0.0026
F 0.61 0.29 -1.67 -0.0201
C 2.61 1.73 -2.69 -0.2841
O 2.92 1.15 -3.78 -0.3820
O 3.15 2.99 -2.27 0.0205
C 3.19 2.88 -0.84 -0.2729
O 4.00 3.33 -0.01 0.1405
H 1.97 5.97 3.84 0.0930
H 3.01 4.52 3.42 0.0943
H 2.18 4.53 5.09 0.0978
H -0.82 2.90 1.55 0.1419
H 0.04 3.56 0.06 0.1499
H 0.60 1.00 1.12 0.1277
H 1.98 1.93 1.96 0.1404
Br -1.24 -1.66 -0.31 0.6333
C -1.56 -2.06 -2.19 -0.6979
C -3.03 -1.99 -2.52 -0.6842
Br -3.98 -3.58 -1.88 0.5998
H -1.12 -3.04 -2.39 0.0042
H -1.01 -1.30 -2.74 0.0441
H -3.18 -1.99 -3.60 0.0556
H -3.53 -1.13 -2.08 0.0538
Br 1.69 -6.87 -5.20 0.6406
C 0.61 -6.88 -3.58 -0.6656
C 0.15 -5.48 -3.22 -0.6822
Br 1.60 -4.45 -2.41 0.6422
H 1.20 -7.35 -2.80 0.0541
H -0.25 -7.51 -3.81 0.0633
H -0.63 -5.51 -2.46 0.0575
H -0.20 -4.91 -4.08 0.0237
Br 3.15 -7.19 -8.62 0.5802
C 1.77 -6.45 -9.78 -0.6927
C 0.42 -6.48 -9.11 -0.7014
Br -0.34 -8.28 -9.13 0.5993
H 1.80 -7.01 -10.71 0.0533
H 2.08 -5.42 -9.96 0.0053
H -0.30 -5.86 -9.66 0.0612
H 0.44 -6.16 -8.07 0.0173
Br -4.31 5.66 4.45 0.5882
C -2.98 5.79 5.87 -0.6960
C -1.66 6.30 5.34 -0.5914
Br -0.70 4.88 4.38 1.2222
H -2.91 4.80 6.33 0.0230
H -3.40 6.49 6.59 0.0543
H -1.00 6.59 6.16 0.0582
H -1.77 7.14 4.65 0.0485
Br 3.29 1.97 -8.63 0.5752
C 3.30 3.62 -7.59 -0.7037
C 4.20 3.50 -6.38 -0.6266
Br 3.35 2.44 -4.94 1.0952
H 2.26 3.84 -7.33 0.0458
H 3.67 4.38 -8.27 0.0466
H 4.38 4.48 -5.94 0.0515
H 5.16 3.02 -6.60 0.0458
Br -2.70 1.47 7.20 0.6127
C -3.78 1.47 8.83 -0.7511
C -4.23 2.86 9.19 -0.6881
Br -2.79 3.89 9.99 0.5977
H -3.18 1.00 9.61 0.0018
H -4.63 0.83 8.60 0.0421
H -5.01 2.82 9.95 0.0544
H -4.60 3.43 8.33 0.0484
Br 2.38 -2.70 -8.76 0.6323
C 2.53 -2.26 -6.86 -0.6692
C 1.63 -3.14 -6.02 -0.7018
Br -0.23 -2.56 -6.14 0.6055
H 2.31 -1.20 -6.76 0.0465
H 3.58 -2.44 -6.61 0.0657
H 1.89 -3.05 -4.96 0.0116
H 1.66 -4.19 -6.31 -0.0048
Br -4.87 -0.51 11.40 0.6516
C -3.36 -1.67 11.01 -0.6765
C -2.70 -2.15 12.28 -0.6950
Br -1.60 -0.75 13.08 0.6075
H -2.68 -1.11 10.36 0.0449
H -3.78 -2.51 10.46 0.0625
H -2.01 -2.97 12.07 0.0589
H -3.41 -2.47 13.04 0.0520